1.
A structure of composition C14H41KN2O14S2 in a non-equilibrium geometry. Source: OMol25; level of theory: ωB97M-V/def2-TZVPD.

As for the total charge: -1. The highest occupied orbital energy (spin up / spin down) is -0.6 / -5.0 eV. The expectation value of S² is 0.75. The spin multiplicity is 2. For the frontier orbital gap (spin up / spin down), the calculation gives 1.9 / 6.7 eV.

```
74
Properties=species:S:1:pos:R:3:lowdin_spin:R:1
K 3.448 -0.153 3.664 0.10
C 0.428 0.738 -0.139 0.00
C 0.549 0.003 1.288 0.00
C 1.264 -1.326 1.198 0.00
O 1.170 0.720 2.320 0.00
H -0.452 1.381 -0.108 0.00
H 0.242 0.105 -1.007 0.00
H 1.244 1.411 -0.401 0.00
H -0.506 -0.194 1.480 0.00
H 2.064 -1.274 0.458 0.00
H 0.508 -1.976 0.756 0.00
H 1.546 -1.876 2.095 0.00
C 5.180 -0.912 0.028 0.01
O 5.340 -0.581 1.359 0.01
H 6.157 -1.233 -0.331 0.00
H 4.430 -1.698 -0.053 0.00
H 4.852 0.024 -0.424 0.00
H 5.304 0.370 1.480 0.00
C -0.593 3.218 4.233 0.00
O -0.413 2.999 2.802 0.00
H -1.570 2.804 4.482 0.00
H 0.238 2.764 4.774 0.00
H -0.617 4.301 4.350 0.00
H 0.002 2.133 2.788 0.00
C -0.532 -0.375 5.089 0.00
O 0.353 -1.338 4.530 0.00
H -1.516 -0.620 4.688 0.00
H -0.496 -0.496 6.171 0.00
H -0.384 0.610 4.645 0.00
H 0.356 -1.201 3.580 0.00
O 2.632 3.671 -1.137 0.00
S 2.467 4.826 -2.005 0.00
O 3.601 5.748 -2.120 0.00
O 1.939 4.424 -3.530 0.00
C 1.592 3.061 -3.776 0.00
C 0.070 3.001 -3.755 0.00
C 0.923 5.755 -1.420 0.00
H 2.063 2.361 -3.086 0.00
H 1.942 2.802 -4.775 0.00
H -0.459 3.933 -3.958 0.00
H -0.216 2.644 -2.766 0.00
H -0.181 2.125 -4.353 0.00
H 0.091 5.063 -1.552 0.00
H 0.881 6.653 -2.036 0.00
H 0.990 5.991 -0.358 0.00
O -5.358 -2.203 -3.119 0.00
S -4.823 -0.927 -2.665 0.00
O -4.702 -0.508 -1.232 0.00
O -3.374 -0.675 -3.442 0.00
C -2.193 -1.071 -2.803 0.00
C -1.585 -2.338 -3.457 0.00
C -5.844 0.326 -3.463 0.00
H -2.296 -1.007 -1.719 0.00
H -1.476 -0.281 -3.026 0.00
H -2.245 -3.205 -3.494 0.00
H -0.839 -2.751 -2.777 0.00
H -1.199 -2.056 -4.436 0.00
H -5.530 1.340 -3.214 0.00
H -6.897 0.263 -3.188 0.00
H -5.759 0.211 -4.543 0.00
C -2.747 -3.136 2.786 0.00
N -3.984 -2.340 2.414 0.00
O -4.300 -1.412 3.084 0.00
O -4.476 -2.604 1.316 0.00
H -1.918 -2.921 2.112 0.00
H -2.961 -4.196 2.919 0.00
H -2.512 -2.776 3.787 0.00
C 2.780 -5.433 0.902 0.03
N 3.349 -4.729 -0.291 0.36
O 3.041 -3.539 -0.252 0.20
O 3.925 -5.408 -1.141 0.25
H 3.034 -4.906 1.822 0.01
H 3.236 -6.415 1.031 0.00
H 1.721 -5.690 0.920 0.02
```

2.
A cluster of 8 separate species, C14H42BF4O7 in total in a non-equilibrium geometry. Source: OMol25; level of theory: ωB97M-V/def2-TZVPD.

As for the total charge: -1. The highest occupied orbital energy is -7.1 eV. The value obtained for the energy above the lowest of the compared OMol25 structures with the same formula, charge and spin is 731.73 kJ/mol. For the frontier orbital gap, the calculation gives 10.0 eV.

```
68
Properties=species:S:1:pos:R:3:nbo_charge:R:1
B -0.344 -0.171 0.600 1.36
F -0.654 -0.986 -0.478 -0.56
F -1.368 -0.230 1.570 -0.57
F 0.878 -0.629 1.177 -0.58
F -0.069 1.124 0.142 -0.56
C 2.079 -2.150 -3.231 -0.65
C 0.845 -3.125 -3.468 -0.05
O -0.351 -2.509 -3.235 -0.73
H 2.847 -2.845 -3.409 0.20
H 1.919 -1.828 -2.171 0.23
H 2.045 -1.365 -4.150 0.22
H 0.963 -3.969 -2.919 0.14
H 0.611 -3.375 -4.468 0.17
H -0.472 -2.367 -2.271 0.48
C 4.038 2.005 -0.459 -0.65
C 3.189 0.755 -0.663 -0.10
O 3.481 -0.182 0.349 -0.77
H 4.022 2.585 0.411 0.21
H 3.737 2.897 -1.079 0.21
H 5.170 1.893 -0.457 0.19
H 3.383 0.106 -1.517 0.19
H 2.090 1.238 -0.576 0.19
H 2.559 -0.325 0.786 0.51
C -4.732 0.874 -2.204 -0.57
C -3.668 0.219 -1.251 -0.06
O -2.638 -0.408 -1.979 -0.74
H -4.508 1.371 -2.944 0.18
H -5.612 1.527 -1.668 0.18
H -5.190 -0.034 -2.473 0.19
H -4.270 -0.524 -0.659 0.16
H -3.362 1.189 -0.526 0.15
H -1.952 -0.470 -1.357 0.49
C 1.684 2.753 3.004 -0.65
C 1.580 3.788 1.950 -0.06
O 0.277 3.757 1.193 -0.77
H 0.810 2.706 3.763 0.23
H 2.769 2.801 3.410 0.20
H 1.600 1.902 2.423 0.22
H 2.477 3.665 1.228 0.15
H 1.545 4.873 2.277 0.17
H 0.053 2.766 0.970 0.49
C -3.966 -4.162 1.716 -0.63
C -2.956 -3.078 1.570 -0.09
O -3.190 -2.096 2.492 -0.73
H -4.294 -4.973 0.929 0.22
H -5.187 -3.797 1.894 0.19
H -3.922 -4.697 2.716 0.20
H -3.092 -2.814 0.523 0.16
H -2.050 -3.566 1.758 0.16
H -2.564 -1.356 2.305 0.51
C 1.379 1.723 -4.307 -0.60
C 0.206 1.023 -3.603 -0.07
O -0.629 0.459 -4.647 -0.76
H 2.101 2.473 -3.690 0.20
H 1.060 2.454 -4.778 0.19
H 1.870 1.064 -4.988 0.20
H -0.479 1.710 -3.150 0.17
H 0.328 0.309 -2.900 0.17
H -1.079 -0.290 -4.162 0.49
C 1.360 0.557 5.719 -0.62
C 0.968 -0.459 4.618 -0.07
O -0.210 0.224 3.979 -0.71
H 2.306 0.196 5.967 0.19
H 0.713 0.571 6.534 0.20
H 1.672 1.504 5.484 0.21
H 0.943 -1.403 5.194 0.16
H 1.600 -0.497 3.840 0.18
H -0.351 -0.385 3.349 0.46
```

3.
A structure of composition C14H42Be2N2O20 in a non-equilibrium geometry. Source: OMol25; level of theory: ωB97M-V/def2-TZVPD.

As for the total charge: +2. The highest occupied orbital energy is -14.3 eV. For the frontier orbital gap, the calculation gives 7.3 eV.

```
80
Properties=species:S:1:pos:R:3:lowdin_charge:R:1
Be 2.036 1.927 -1.960 0.81
Be -2.520 -0.394 -2.780 0.96
N 0.646 -0.226 -1.096 -0.37
O 1.291 -0.972 -0.357 0.11
O -0.582 -0.340 -1.271 0.06
O 1.266 0.719 -1.683 -0.09
N -1.518 2.679 -1.803 -0.54
O -0.351 2.326 -2.103 -0.06
O -2.467 1.924 -2.176 -0.04
O -1.763 3.701 -1.211 0.11
C 3.362 -0.721 -3.118 -0.16
C 1.965 -1.236 -3.441 -0.18
O 1.380 -1.913 -2.320 -0.05
O 3.263 0.234 -2.083 -0.08
H 3.806 -0.414 -4.073 0.14
H 4.014 -1.555 -2.840 0.15
H 1.971 -1.875 -4.321 0.14
H 1.360 -0.369 -3.735 0.12
H 1.527 -1.263 -1.611 -0.07
H 4.153 0.384 -1.747 0.10
C -4.830 -0.345 -0.132 -0.17
C -5.654 -1.625 0.052 -0.18
O -5.964 -2.322 -1.148 -0.05
O -3.480 -0.690 -0.516 -0.12
H -4.817 0.381 0.679 0.13
H -5.247 0.206 -0.981 0.13
H -6.607 -1.287 0.471 0.14
H -5.168 -2.327 0.733 0.13
H -6.155 -3.254 -1.015 0.13
H -3.101 -0.922 0.368 0.06
C -3.105 -3.239 -2.492 -0.25
C -1.883 -3.106 -3.350 -0.10
O -1.367 -1.781 -3.056 -0.08
O -3.997 -2.252 -2.882 -0.04
H -2.900 -3.251 -1.419 0.13
H -3.508 -4.249 -2.632 0.15
H -2.181 -3.280 -4.385 0.15
H -1.049 -3.764 -3.107 0.15
H -0.503 -1.833 -2.603 0.08
H -4.751 -2.249 -2.233 0.06
C 4.867 2.737 -0.140 -0.17
C 4.406 1.432 0.456 -0.20
O 3.018 1.195 0.248 -0.11
O 4.228 2.854 -1.408 -0.06
H 5.947 2.860 -0.154 0.14
H 4.476 3.537 0.491 0.13
H 4.694 1.294 1.501 0.14
H 4.871 0.557 -0.021 0.12
H 2.806 0.480 0.895 0.07
H 4.914 2.994 -2.074 0.12
C -0.988 0.761 2.613 -0.18
C -2.215 -0.164 2.780 -0.17
O -2.283 -1.327 1.926 -0.09
O -0.017 0.330 3.553 -0.14
H -1.293 1.785 2.793 0.12
H -0.735 0.611 1.556 0.12
H -3.169 0.377 2.824 0.12
H -2.151 -0.656 3.757 0.13
H -2.818 -1.993 2.364 0.11
H 0.442 -0.410 3.123 0.01
C 2.391 -1.543 3.231 -0.11
C 1.243 -1.458 4.235 -0.23
O 0.060 -2.033 3.707 -0.03
O 2.154 -0.480 2.252 -0.13
H 2.417 -2.482 2.672 0.14
H 3.396 -1.292 3.566 0.14
H 1.103 -0.408 4.498 0.12
H 1.567 -1.972 5.141 0.15
H 0.023 -1.880 2.757 0.07
H 1.403 -0.711 1.682 0.06
C 1.079 3.097 2.056 -0.22
C 0.571 3.556 0.713 -0.19
O 1.634 3.755 -0.245 -0.08
O 0.044 3.159 3.020 -0.08
H 1.933 3.665 2.452 0.14
H 1.383 2.048 2.024 0.09
H -0.045 4.452 0.804 0.14
H -0.021 2.782 0.226 0.09
H 1.989 4.645 -0.134 0.11
H 0.103 2.421 3.634 0.07
```

4.
A structure of composition C14H42BrNbO12P3S in a non-equilibrium geometry. Source: OMol25; level of theory: ωB97M-V/def2-TZVPD.

As for the total charge: -1. The highest occupied orbital energy is -4.6 eV. The value obtained for the energy above the lowest of the compared OMol25 structures with the same formula, charge and spin is 0.00 kJ/mol. For the frontier orbital gap, the calculation gives 4.5 eV.

```
74
Properties=species:S:1:pos:R:3:lowdin_charge:R:1
C 4.212 -0.271 0.562 -0.24
C 3.020 -0.119 1.585 -0.48
Nb 1.146 0.800 0.692 1.06
S -0.727 2.010 -0.447 0.12
C 0.099 -1.200 1.035 -0.48
C -1.357 -1.333 0.558 -0.81
C -1.766 -2.857 0.616 -0.17
Br -2.611 -0.424 1.803 0.59
H 3.892 -0.151 -0.470 0.00
H 4.710 -1.244 0.671 0.04
H 4.953 0.488 0.835 0.04
H 2.785 -1.138 1.938 0.01
H 3.359 0.435 2.469 0.01
H 1.770 0.353 -0.984 -0.13
H 2.151 2.332 0.628 -0.15
H 0.613 1.303 2.384 -0.14
H -1.073 1.357 -1.580 -0.24
H 0.682 -1.942 0.457 0.04
H 0.133 -1.559 2.074 0.03
H -1.523 -1.022 -0.473 0.05
H -2.150 -3.219 -0.342 0.05
H -0.917 -3.447 0.974 0.06
H -2.549 -3.006 1.365 0.03
C -5.107 -0.899 -1.957 -0.09
O -4.887 -1.840 -3.032 -0.25
P -5.319 -3.424 -2.736 0.57
O -4.172 -3.890 -1.915 -0.24
O -5.180 -3.782 -4.327 -0.25
C -5.786 -2.926 -5.301 -0.13
O -6.358 -4.695 -2.454 -0.23
C -7.550 -4.813 -3.245 -0.12
H -4.786 0.082 -2.297 0.09
H -6.167 -0.856 -1.706 0.08
H -4.532 -1.178 -1.074 0.08
H -5.030 -2.272 -5.734 0.09
H -6.582 -2.315 -4.874 0.08
H -6.210 -3.550 -6.088 0.08
H -7.320 -5.314 -4.186 0.09
H -8.002 -3.842 -3.446 0.08
H -8.263 -5.420 -2.690 0.08
C 8.769 -4.033 1.371 -0.12
O 9.397 -2.830 0.905 -0.26
P 8.642 -1.377 1.346 0.63
O 7.580 -1.382 0.293 -0.23
O 10.007 -0.606 0.850 -0.26
C 11.277 -1.014 1.365 -0.13
O 8.112 0.010 2.122 -0.23
C 8.947 0.643 3.101 -0.12
H 9.359 -4.876 1.016 0.08
H 8.740 -4.059 2.462 0.08
H 7.756 -4.110 0.973 0.09
H 11.782 -1.646 0.635 0.08
H 11.185 -1.562 2.305 0.08
H 11.879 -0.122 1.541 0.08
H 9.666 1.297 2.605 0.09
H 9.476 -0.085 3.717 0.08
H 8.310 1.246 3.745 0.09
C -5.634 6.812 -1.274 -0.12
O -5.613 6.414 0.103 -0.26
P -5.448 4.767 0.388 0.55
O -6.838 4.307 0.109 -0.27
O -5.154 5.053 1.969 -0.25
C -4.197 6.049 2.345 -0.13
O -4.676 3.311 0.398 -0.23
C -3.301 3.244 0.867 -0.17
H -5.743 7.894 -1.308 0.08
H -4.703 6.537 -1.772 0.08
H -6.478 6.350 -1.789 0.08
H -4.716 6.965 2.631 0.08
H -3.496 6.273 1.541 0.08
H -3.635 5.676 3.200 0.09
H -3.289 3.173 1.956 0.09
H -2.731 4.114 0.544 0.07
H -2.833 2.354 0.452 -0.07
```

5.
A cluster of 8 separate species, C14H42ClO11S7 in total in a non-equilibrium geometry. Source: OMol25; level of theory: ωB97M-V/def2-TZVPD.

The highest occupied orbital energy (spin up / spin down) is -8.3 / -8.3 eV. The value obtained for the energy above the lowest of the compared OMol25 structures with the same formula, charge and spin is 23.05 kJ/mol. The expectation value of S² is 0.76. The spin multiplicity is 2. For the frontier orbital gap (spin up / spin down), the calculation gives 6.1 / 1.6 eV.

```
75
Properties=species:S:1:pos:R:3:lowdin_spin:R:1
Cl 0.132 0.034 1.376 0.00
O -0.674 -0.752 2.312 0.00
O 0.825 1.039 2.153 0.00
O 1.008 -0.733 0.564 0.00
O -0.717 0.721 0.504 0.00
C 0.951 4.112 -0.261 0.00
S 2.751 4.062 -0.687 0.00
O 3.453 4.472 0.604 0.00
C 2.907 2.230 -0.462 0.00
H 0.688 3.412 0.532 0.00
H 0.302 3.809 -1.083 0.00
H 0.480 5.058 0.007 0.00
H 3.174 1.990 0.567 0.00
H 3.684 2.008 -1.194 0.00
H 2.042 1.631 -0.746 0.00
C 2.195 3.468 4.587 0.00
S 1.215 3.104 6.052 0.00
O -0.251 3.313 5.637 0.00
C 1.379 1.236 5.867 0.00
H 3.225 3.110 4.571 0.00
H 2.294 4.528 4.351 0.00
H 1.541 3.090 3.802 0.00
H 0.763 0.956 6.721 0.00
H 2.401 0.883 6.000 0.00
H 1.001 1.061 4.859 0.00
C 0.180 -3.607 -0.573 0.05
S -0.790 -5.081 -1.003 0.24
O -0.393 -6.195 0.029 0.64
C -2.570 -4.593 -0.691 0.05
H 1.167 -3.934 -0.245 0.00
H -0.430 -3.082 0.163 0.01
H 0.376 -2.984 -1.445 0.00
H -2.954 -5.573 -0.408 0.00
H -3.092 -4.278 -1.593 0.00
H -2.753 -3.828 0.064 0.01
C 4.516 -2.463 -0.754 0.00
S 5.513 -2.376 0.876 0.00
O 6.464 -1.218 0.611 0.00
C 4.102 -1.632 1.796 0.00
H 3.792 -3.266 -0.613 0.00
H 5.046 -2.806 -1.642 0.00
H 3.950 -1.544 -0.905 0.00
H 4.346 -1.128 2.731 0.00
H 3.412 -2.430 2.073 0.00
H 3.561 -0.946 1.143 0.00
C 2.174 -0.513 -4.713 0.00
S 1.600 0.880 -3.660 0.00
O 1.139 1.881 -4.701 0.00
C 0.037 0.254 -3.091 0.00
H 3.045 -0.348 -5.348 0.00
H 1.454 -0.472 -5.531 0.00
H 2.217 -1.530 -4.324 0.00
H -0.583 0.048 -3.963 0.00
H -0.525 0.937 -2.454 0.00
H 0.211 -0.650 -2.507 0.00
C -3.194 -0.851 -1.935 0.00
S -4.491 -0.376 -3.152 0.00
O -3.666 0.092 -4.298 0.00
C -5.030 -2.054 -3.744 0.00
H -3.763 -1.375 -1.167 0.00
H -2.714 0.047 -1.547 0.00
H -2.444 -1.542 -2.320 0.00
H -4.407 -2.869 -3.374 0.00
H -5.145 -1.883 -4.814 0.00
H -6.024 -2.238 -3.335 0.00
C -3.945 2.330 0.091 0.00
S -5.014 1.283 1.196 0.00
O -6.099 2.254 1.659 0.00
C -3.689 1.074 2.530 0.00
H -2.911 1.990 0.032 0.00
H -3.787 3.340 0.469 0.00
H -4.460 2.425 -0.865 0.00
H -4.114 0.487 3.344 0.00
H -3.303 1.987 2.984 0.00
H -2.783 0.517 2.294 0.00
```

6.
A cluster of 7 separate species, C14H42NO12 in total in a non-equilibrium geometry. Source: OMol25; level of theory: ωB97M-V/def2-TZVPD.

As for the total charge: -1. The highest occupied orbital energy is -6.3 eV. The value obtained for the energy above the lowest of the compared OMol25 structures with the same formula, charge and spin is 103.48 kJ/mol. For the frontier orbital gap, the calculation gives 8.8 eV.

```
69
Properties=species:S:1:pos:R:3:nbo_charge:R:1
O -1.013 -1.069 -1.457 -1.25
H -0.668 -0.539 -0.712 0.47
C -3.908 -2.109 -3.259 -0.09
C -3.925 -2.804 -1.858 -0.09
O -2.631 -3.108 -1.436 -0.73
O -3.356 -0.808 -3.118 -0.76
H -4.835 -2.004 -3.823 0.17
H -3.195 -2.628 -3.900 0.16
H -4.646 -3.616 -1.948 0.16
H -4.441 -2.147 -1.158 0.16
H -2.135 -2.286 -1.432 0.48
H -2.517 -0.783 -2.653 0.49
C 2.151 -2.431 -0.665 -0.09
C 1.091 -2.792 0.431 -0.09
O -0.146 -3.193 -0.163 -0.74
O 1.905 -1.159 -1.197 -0.74
H 2.168 -3.282 -1.346 0.18
H 3.118 -2.457 -0.163 0.16
H 0.795 -1.895 0.977 0.14
H 1.469 -3.440 1.222 0.17
H -0.490 -2.444 -0.654 0.48
H 0.989 -1.100 -1.480 0.48
C -0.130 -2.559 -4.350 -0.10
C 0.919 -1.488 -4.267 -0.10
O 0.353 -0.325 -3.748 -0.74
O -0.295 -3.155 -3.102 -0.74
H 0.118 -3.300 -5.110 0.16
H -1.098 -2.123 -4.599 0.17
H 1.298 -1.193 -5.245 0.16
H 1.837 -1.806 -3.774 0.17
H -0.092 -0.611 -2.947 0.48
H -0.517 -2.442 -2.499 0.48
C -3.634 0.808 0.145 -0.09
C -2.485 1.664 -0.395 -0.10
O -2.150 1.305 -1.710 -0.74
O -3.258 -0.565 0.401 -0.73
H -4.439 0.809 -0.590 0.17
H -4.049 1.261 1.045 0.16
H -1.769 1.425 0.391 0.14
H -2.588 2.748 -0.355 0.18
H -1.668 0.475 -1.667 0.49
H -2.728 -0.805 -0.363 0.48
C 1.377 2.474 -0.761 -0.09
C 2.752 2.354 -0.071 -0.09
O 2.812 3.240 1.082 -0.77
O 1.254 3.602 -1.594 -0.72
H 0.589 2.580 -0.016 0.15
H 1.155 1.546 -1.288 0.17
H 3.538 2.560 -0.798 0.18
H 3.014 1.358 0.286 0.18
H 2.471 2.793 1.861 0.48
H 0.383 3.532 -1.990 0.47
C 1.624 3.511 5.140 -0.63
C 1.925 1.998 5.197 -0.07
C 2.678 1.413 3.933 -0.06
O 1.943 1.589 2.751 -0.56
C 0.797 0.751 2.636 -0.25
N 2.539 1.568 6.449 -0.82
H 2.460 4.105 4.772 0.21
H 1.467 3.921 6.138 0.20
H 0.809 3.762 4.462 0.22
H 0.916 1.586 5.201 0.17
H 2.918 0.369 4.130 0.18
H 3.611 1.971 3.855 0.19
H 0.050 1.064 3.366 0.18
H 1.119 -0.283 2.763 0.18
H 0.424 0.815 1.614 0.21
H 2.437 2.333 7.102 0.35
H 3.533 1.456 6.309 0.35
```